A 2-piece molecular cluster, C26H53F2N6O8 overall at a distorted geometry, computed with the ωB97M-V functional and the def2-TZVPD basis.

Results
* E_LUMO: -2.096 eV
* charge: +1
* frontier orbital gap: 9.22 eV
* 2S+1: 1
* E_tot: -2152.258313 a.u.

Element x y z (Å)
F (-1.44052, 2.46233, 2.01515)
F (-0.90063, 3.01608, -0.27585)
O (0.26228, 1.19094, 1.70425)
O (2.98540, 0.36904, -3.56670)
O (-4.18851, 0.17308, 2.16625)
O (-0.30675, 0.46064, -4.53325)
O (-0.43112, -3.61837, 0.08434)
O (-5.06128, 2.13917, -0.22706)
O (2.38316, 2.10453, 3.29290)
O (-3.00850, 0.69603, 2.72629)
N (3.63204, 1.73422, -1.84852)
N (-1.25842, -5.53527, 0.90358)
N (-0.44230, 0.97995, -1.12674)
N (-1.86576, -0.42839, -3.13121)
N (-3.01426, 4.94903, 0.55617)
N (0.66761, -0.95472, 0.86777)
C (1.66668, -2.18110, 2.76831)
C (-1.32203, -1.80662, -3.10567)
C (3.67679, -2.57452, 4.35084)
C (-1.04189, 1.34658, 1.34502)
C (-2.79137, -3.93293, -0.13927)
C (1.80661, -0.04491, -1.60390)
C (5.08159, 1.50353, -2.03309)
C (2.78546, 2.11090, 1.93150)
C (-3.68594, 4.04095, -0.40923)
C (-1.96927, 0.20688, 1.92056)
C (2.54257, 0.73113, 1.26536)
C (-2.77661, 1.61382, -0.56108)
C (2.31128, 3.33876, 1.16942)
C (-0.86194, 0.50297, -3.51556)
C (-3.74966, 2.59630, 0.13324)
C (0.99042, 0.88729, -0.66721)
C (1.61754, -2.00902, 1.23026)
C (3.30119, 3.03941, -2.45679)
C (-1.40528, -4.34406, 0.28768)
C (-3.08932, -0.29165, -3.94898)
C (-1.31770, 1.72212, -0.15407)
C (2.89058, -3.07529, 3.11670)
C (2.85260, 0.69597, -2.44870)
C (1.10676, 0.43759, 0.82906)
C (-0.48058, 1.57246, -2.50319)
C (-2.28511, -6.51363, 1.22466)
H (5.56618, 2.45951, -2.22873)
H (2.92614, 0.04188, 2.01814)
H (-2.73042, -2.95786, -0.61300)
H (-2.92230, 1.77280, -1.63132)
H (3.88281, 2.18476, 1.96555)
H (1.17191, -0.66697, -2.23443)
H (-0.24442, -1.74054, -3.28692)
H (5.31895, 0.85398, -2.87967)
H (-4.91570, 0.67715, 2.56808)
H (1.22679, 3.45482, 1.20916)
H (3.59542, 3.85768, -1.79774)
H (1.74764, -1.20498, 3.25316)
H (4.68384, -2.99967, 4.35092)
H (2.23136, 3.15153, -2.66076)
H (2.62900, -1.92571, 0.81469)
H (2.51432, -4.07030, 3.36474)
H (-3.19682, -4.64669, -0.85731)
H (2.73001, 4.24341, 1.61701)
H (-3.07734, 4.08107, -1.31557)
H (-3.94257, -0.44522, -3.27789)
H (3.82394, 3.17580, -3.41065)
H (-4.68770, 4.44148, -0.54798)
H (-3.17162, 0.61089, -0.38615)
H (-1.30629, -0.35951, 2.58094)
H (-3.71730, 2.58569, 1.22261)
H (2.40360, -0.74326, -1.01089)
H (3.59168, -3.14910, 2.28197)
H (-3.17503, -1.06581, -4.71324)
H (3.26798, 0.68207, 0.45169)
H (3.13025, 2.37438, 3.83703)
H (3.20810, -2.92639, 5.27100)
H (-1.23210, 2.35763, -2.60153)
H (-0.30492, -5.74268, 1.15991)
H (0.44915, 2.01408, -2.84612)
H (2.63053, 3.32663, 0.12599)
H (-5.22129, 1.27507, 0.17680)
H (1.21286, -2.95515, 0.85800)
H (-2.29629, -0.50188, 1.16017)
H (0.77223, -2.68653, 3.13391)
H (-2.07737, 5.17533, 0.25223)
H (-1.42862, -2.21454, -2.08975)
H (1.41055, 1.87908, -0.83056)
H (-0.88020, 0.04910, -1.23086)
H (-3.26690, -6.18408, 0.90294)
H (-3.45245, -3.85928, 0.72493)
H (0.15333, -1.25904, 0.04834)
H (-2.93640, 4.52026, 1.46977)
H (-2.04451, -7.45563, 0.73129)
H (5.55608, 1.11487, -1.12820)
H (-3.21184, 0.70982, -4.36076)
H (-2.29738, -6.67447, 2.30294)
H (-1.72534, -2.46103, -3.87743)
H (3.76266, -1.48571, 4.33038)